Record 1
The following is a DFT calculation (ωB97M-V with the def2-TZVPD basis set) of C19H15Cl3O2 in the gas phase in a non-equilibrium geometry.

```
39
Properties=species:S:1:pos:R:3
O -3.1331 1.0050 1.1874
Cl 1.8462 -2.1710 0.9415
Cl -3.1137 -0.5780 -1.0366
Cl -1.5993 -2.7854 -0.0633
O -1.1915 0.3772 2.1365
C -2.0030 0.5404 1.1127
C -0.1050 -0.4827 2.1196
C 0.3476 -1.1304 0.9732
C 2.8131 3.6753 2.9690
C -2.0164 -1.8294 -5.2900
C 1.7325 3.4947 3.8408
C 3.1693 2.5224 2.1868
C -1.6669 -2.9170 -4.4092
C -1.6918 -0.5411 -4.8227
C 1.0779 2.2385 4.0123
C 2.5245 1.3174 2.3057
C -0.9921 -2.7148 -3.1748
C -1.0106 -0.2867 -3.6517
C 1.4900 1.0845 3.2630
C -0.7368 -1.3831 -2.8006
C 0.7525 -0.2920 3.2917
C -1.6109 -0.0172 -0.2459
C 0.1669 -1.1326 -1.5128
C -0.5978 -1.1678 -0.1732
H 3.3892 4.5553 2.7112
H -2.6592 -1.9209 -6.1720
H 1.3997 4.3550 4.4133
H 3.9806 2.6207 1.4649
H -2.1896 -3.7926 -4.6538
H -2.0236 0.2345 -5.3979
H 0.1439 2.2199 4.7191
H 2.8367 0.4774 1.7076
H -0.8261 -3.5013 -2.4471
H -0.6348 0.6521 -3.3140
H 0.0580 -0.3705 4.1397
H 1.5762 -1.0527 3.4806
H -1.2545 0.8051 -0.8872
H 0.7471 -0.1975 -1.5231
H 1.0046 -1.9107 -1.4007
```

Properties
- Relative energy (zero: lowest compared OMol25 entry of this formula, charge and spin): 0.0 kcal per mole
- SMILES: O=C1OC(Cc2ccccc2)=C(Cl)[C@](Cl)(Cc2ccccc2)[C@H]1Cl
- Total energy: -2263.99530 Ha
- LUMO: -0.304 eV

***

Record 2
The following is a DFT calculation (ωB97M-V with the def2-TZVPD basis set) of C19H16Br3N3O6 as an isolated structure in a non-equilibrium geometry.

```
47
Properties=species:S:1:pos:R:3
C -2.1125 -1.3510 -0.7191
C -1.4308 -1.7152 0.4278
C -1.4860 -0.9542 1.5867
C -2.1745 0.2453 1.5206
C -2.8461 0.6317 0.3733
C -2.7819 -0.1362 -0.7876
N -2.3938 1.0340 2.7454
O -3.2553 1.8756 2.7439
O -1.6603 0.8041 3.6807
H -2.1115 -1.9063 -1.6503
H -0.9904 -2.7012 0.5151
H -0.9210 -1.2503 2.4577
H -3.3624 1.5776 0.3164
H -3.2860 0.2131 -1.6759
C 3.7308 -0.5686 3.1755
C 4.8963 -0.2181 3.8569
C 5.7272 -1.2200 4.3043
C 5.3265 -2.5471 4.2468
C 4.1706 -2.9155 3.5580
C 3.3705 -1.9039 3.0679
N 6.1702 -3.6312 4.7782
O 7.2206 -3.3605 5.3236
O 5.7296 -4.7584 4.6823
H 3.0901 0.1229 2.6448
H 5.1836 0.8173 3.9717
H 6.6597 -1.0115 4.8146
H 3.8977 -3.9491 3.4147
H 2.4381 -2.1509 2.5755
C -1.0185 1.2694 -3.8680
C -1.6112 2.5343 -3.9886
C -2.9088 2.5791 -4.4900
C -3.5563 1.4324 -4.9154
C -2.9660 0.1910 -4.7656
C -1.6942 0.1192 -4.2111
N -4.8816 1.5889 -5.5274
O -5.4689 0.5712 -5.8706
O -5.2969 2.7132 -5.7567
H -0.0511 1.1289 -3.4010
H -1.0116 3.3568 -3.6279
H -3.4222 3.5312 -4.5238
H -3.4418 -0.6946 -5.1661
H -1.2498 -0.8473 -4.0150
C 0.2873 2.1763 -0.3807
Br -1.1560 3.4490 -0.0057
Br 1.3070 1.5933 1.1785
Br 1.4798 2.9268 -1.7463
H -0.1386 1.3085 -0.8681
```

Properties
- Relative energy (zero: lowest compared OMol25 entry of this formula, charge and spin): 11.6 kcal per mole
- Total energy: -9071.06739 Ha
- LUMO: -0.899 eV

***

Record 3
The following is a DFT calculation (ωB97M-V with the def2-TZVPD basis set) of C19H16ClIrN5O3S3SbSe4 as an isolated structure.

```
53
Properties=species:S:1:pos:R:3
Ir -0.4750 -0.1264 0.0666
N 3.9389 5.1963 4.4664
C 2.8337 4.5132 3.9271
C 2.6270 3.1675 4.2160
C 1.5630 2.4848 3.6480
C 0.6995 3.1443 2.7887
C 0.8970 4.4852 2.4891
C 1.9610 5.1649 3.0557
S -0.6569 2.2590 2.0651
O -0.7145 0.9956 2.7383
O -1.8012 3.1225 2.1295
N -0.1328 1.9250 0.5301
C -0.5713 2.7686 -0.4777
N -0.7194 2.1817 -1.6797
C -1.2669 2.8976 -2.6394
C -1.6629 4.2161 -2.4675
C -1.3814 4.7537 -1.2276
N -0.8347 4.0613 -0.2430
H 4.2776 4.7963 5.3274
H 3.7921 6.1889 4.5613
H 3.3084 2.6480 4.8813
H 1.3963 1.4374 3.8598
H 0.2163 4.9722 1.8027
H 2.1277 6.2099 2.8160
H -1.3861 2.3949 -3.5957
H -2.1314 4.7888 -3.2549
H -1.6005 5.7961 -1.0084
N 4.6600 -2.1508 4.9684
C 3.8900 -1.8739 4.1562
C 2.9275 -1.5144 3.1561
C 1.7927 -2.3000 2.9492
C 0.8594 -1.9300 2.0003
C 1.0153 -0.7665 1.2414
C 2.1688 -0.0018 1.4436
C 3.1130 -0.3657 2.3856
H 1.6518 -3.2040 3.5287
H -0.0053 -2.5623 1.8492
H 2.3206 0.8988 0.8613
H 3.9952 0.2456 2.5359
Se 2.5840 -3.8358 -0.7271
Sb 0.4336 -3.7821 -1.7457
Se -1.1726 -4.4337 0.1802
Se -0.1355 -4.4825 -3.9512
Se -1.4265 -2.2407 -0.8375
Cl -2.8393 0.3774 0.2337
C 3.9642 0.9377 -3.6423
O 2.9700 0.1519 -3.0072
C 2.2407 0.7062 -2.0119
S 2.5460 2.2197 -1.4223
S 1.0441 -0.4563 -1.6099
H 4.3092 0.3323 -4.4782
H 4.7864 1.1495 -2.9576
H 3.5533 1.8857 -3.9906
```

Properties
- Relative energy (zero: lowest compared OMol25 entry of this formula, charge and spin): 2.3 kcal per mole
- Net charge: -2
- Total energy: -12838.38249 Ha
- LUMO: 3.855 eV

***

Record 4
The following is a DFT calculation (ωB97M-V with the def2-TZVPD basis set) of C19H16F5NOPdS2 as an isolated structure in a non-equilibrium geometry.

```
45
Properties=species:S:1:pos:R:3
Pd -0.0301 0.2564 -1.5893
S -1.6856 1.6361 2.7448
C -2.8384 0.4247 2.2794
C -3.7790 -0.2469 3.0542
C -4.5782 -1.1969 2.4371
C -4.4275 -1.4820 1.0755
C -3.4857 -0.8224 0.3071
C -2.6889 0.1467 0.9105
N -1.7223 0.8864 0.2651
C -1.0943 1.6837 1.0431
C 0.0777 2.4614 0.6447
C 0.5345 3.4874 1.4838
C 1.7056 4.1597 1.1920
C 2.3886 3.8191 0.0204
C 1.8908 2.8400 -0.8272
C 0.7398 2.0598 -0.5569
H -3.8717 -0.0424 4.1143
H -5.3145 -1.7373 3.0213
H -5.0499 -2.2438 0.6209
H -3.3103 -1.0490 -0.7376
H -0.0377 3.7568 2.3698
H 2.0840 4.9317 1.8528
H 3.3220 4.3251 -0.2177
H 2.4423 2.6381 -1.7422
O -0.3259 -2.4846 0.4928
S 0.5992 -1.6987 -0.4052
C 2.0571 -2.8600 -0.6579
C 3.1168 -2.6321 0.4269
C 2.4261 -1.8497 1.5447
C 1.6398 -0.7864 0.8011
H 2.4173 -2.6689 -1.6694
H 1.6120 -3.8538 -0.6121
H 3.9383 -2.0313 0.0263
H 3.5422 -3.5712 0.7940
H 3.1320 -1.4414 2.2734
H 1.7169 -2.4978 2.0667
H 2.2702 -0.1184 0.2151
H 0.9622 -0.2024 1.4214
F -0.8954 -1.8308 -3.9276
C -0.8361 -0.4354 -3.6463
F -1.8186 0.0958 -4.5187
C 0.4577 -0.0464 -4.3835
F 0.4476 -0.3293 -5.7452
F 0.7319 1.2640 -4.3301
F 1.5375 -0.7137 -3.9326
```

Properties
- Relative energy (zero: lowest compared OMol25 entry of this formula, charge and spin): 14.8 kcal per mole
- Net charge: -2
- Total energy: -2287.13569 Ha
- LUMO: 4.514 eV

***

Record 5
The following is a DFT calculation (ωB97M-V with the def2-TZVPD basis set) of C19H16FeO4 as an isolated structure in a non-equilibrium geometry.

```
40
Properties=species:S:1:pos:R:3
C -4.1988 2.3218 1.2362
O -2.8258 2.7484 1.2644
C -1.7638 1.8776 1.0386
C -1.0163 1.3944 2.1659
C -0.3304 0.0788 1.9288
C 0.5135 0.2062 0.7144
C 0.0804 1.0612 -0.2861
C -1.1742 1.7145 -0.2227
Fe 0.3560 2.5616 1.2600
C 1.3826 2.5087 2.6808
O 2.0566 2.7394 3.5980
C -0.3020 4.1108 1.7138
O -0.5876 5.1834 2.0639
C 1.6397 3.3172 0.3050
O 2.4684 4.0210 -0.1090
H -4.7648 3.2306 1.4524
H -4.4667 1.9335 0.2432
H -4.3828 1.5664 2.0142
H -1.3766 1.6473 3.1711
H 0.2110 -0.2759 2.8286
H -1.0904 -0.7055 1.7067
H 1.5250 -0.2293 0.6905
H 0.6270 1.1206 -1.2288
H -1.6316 2.1991 -1.0836
C -0.8313 -2.9888 -1.8862
C -0.9217 -2.7140 -0.4955
C 0.3897 -2.4513 -0.0073
C 1.3258 -2.7114 -1.0642
C 0.5481 -2.9876 -2.2689
C 1.2045 -3.1969 -3.4897
C 2.6027 -3.1583 -3.5276
C 3.3519 -2.9439 -2.3556
C 2.7235 -2.7335 -1.1236
H -1.6473 -3.1866 -2.5805
H -1.8402 -2.6971 0.0889
H 0.6899 -2.3469 1.0399
H 0.6095 -3.3821 -4.3869
H 3.1185 -3.3052 -4.4761
H 4.4394 -2.9402 -2.4112
H 3.2889 -2.5880 -0.2018
```

Properties
- Relative energy (zero: lowest compared OMol25 entry of this formula, charge and spin): 38.5 kcal per mole
- Total energy: -2298.04680 Ha
- LUMO (alpha / beta): 0.569 / -2.033 eV
- Multiplicity: 5

***

Record 6
The following is a DFT calculation (ωB97M-V with the def2-TZVPD basis set) of C19H16N4O4PdSe as an isolated structure.

```
45
Properties=species:S:1:pos:R:3
Pd -0.5011 -0.1061 0.3182
O -3.3454 -3.1230 -0.7993
C -2.3683 -2.3067 -0.4975
O -2.4995 -1.1081 -0.3304
C -1.0355 -2.9838 -0.3781
C -0.8866 -4.3433 -0.5881
C 0.3615 -4.9079 -0.3841
C 1.3934 -4.0939 0.0533
C 1.1662 -2.7383 0.2418
N -0.0272 -2.1829 -0.0051
C 2.2012 -1.8104 0.8407
O 3.4749 -2.1583 0.7973
O 1.8578 -0.7760 1.3452
H -4.1861 -2.6381 -0.8703
H -1.7381 -4.9380 -0.8849
H 0.5195 -5.9675 -0.5313
H 2.3560 -4.5332 0.2785
H 3.6471 -2.9823 0.3243
C 3.8848 2.4870 -3.4970
C 2.8570 1.9039 -2.5833
C 2.9188 2.0694 -1.2011
C 1.9568 1.5060 -0.3893
N 0.9313 0.7999 -0.8930
C 0.8520 0.6295 -2.2248
C 1.7856 1.1597 -3.0845
H 4.6563 3.0203 -2.9474
H 3.4167 3.1776 -4.1999
H 4.3562 1.6993 -4.0862
H 3.7215 2.6345 -0.7471
H 2.0042 1.6006 0.6857
H 0.0058 0.0645 -2.5934
H 1.6728 0.9976 -4.1482
Se -0.7401 3.3247 0.0656
N -1.1471 1.6968 0.7490
C -2.0127 1.8528 1.7481
C -2.5779 0.8254 2.5508
C -3.4430 1.1905 3.5317
C -3.7979 2.5585 3.7798
C -3.2836 3.5631 3.0356
C -2.3679 3.2317 1.9879
N -1.7980 4.1209 1.1994
H -2.3317 -0.2189 2.3927
H -3.8878 0.4265 4.1555
H -4.4894 2.7743 4.5820
H -3.5324 4.6018 3.2010
```

Properties
- Net charge: +2
- Total energy: -3782.41592 Ha
- LUMO (alpha / beta): -7.578 / -7.579 eV